No. 1
Here is a molecular structure, C36H42BrGe2N2O2S2Sn from OMol25. Energies are from ωB97M-V with the def2-TZVPD basis set.

## Properties
- Lowest unoccupied orbital energy: 1.9 eV
- Frontier orbital gap: 0.2683 Ha
- Calculated total energy: -9395.6446 a.u.
- Energy relative to the best compared isomer or geometry (same formula, charge and spin): 57.54 kJ/mol
- F_max: 0.0074 Eh/bohr

```
! RIJCOSX wB97M-V def2-TZVPD def2/J DEFGRID3
* xyz -1 1
Sn -0.44 -1.40 1.59
C 0.15 3.32 2.99
C -0.50 2.05 3.46
C -1.85 1.84 3.22
C -2.47 0.66 3.62
C -3.94 0.45 3.36
C -1.71 -0.32 4.23
C -0.36 -0.13 4.50
C 0.44 -1.18 5.22
C 0.24 1.06 4.11
H -0.16 4.16 3.61
H -0.12 3.54 1.96
H 1.24 3.25 3.04
H -2.42 2.58 2.67
H -4.53 1.05 4.06
H -4.22 -0.59 3.50
H -4.21 0.76 2.36
H -2.18 -1.26 4.51
H 0.60 -0.89 6.26
H 1.42 -1.32 4.76
H -0.06 -2.15 5.21
H 1.30 1.22 4.28
S 0.75 -3.65 2.74
C -0.43 -4.38 1.72
S -1.85 -3.43 1.28
C -0.29 -5.64 1.18
C 0.85 -6.44 1.48
N 1.77 -7.10 1.71
C -1.26 -6.20 0.31
N -2.03 -6.67 -0.40
C -0.93 -1.91 -2.50
C 0.23 -2.67 -1.86
Ge 1.71 -1.51 -1.28
C 2.94 -2.54 -0.13
C 3.65 -1.72 0.94
C 2.74 -0.68 -2.75
C 2.69 0.66 -2.57
Ge 1.45 0.90 -1.03
C 2.15 1.72 0.63
C 2.63 3.16 0.56
C -0.28 1.70 -1.51
C -0.24 3.09 -2.13
C 3.38 1.66 -3.41
C 3.26 3.02 -3.12
C 3.89 3.98 -3.89
C 4.66 3.60 -4.98
C 4.79 2.25 -5.29
C 4.16 1.30 -4.51
H -1.69 -2.59 -2.89
H -0.59 -1.28 -3.32
H -1.42 -1.26 -1.76
H 0.67 -3.39 -2.56
H -0.12 -3.25 -1.01
H 3.67 -2.98 -0.81
H 2.39 -3.36 0.34
H 4.21 -0.89 0.50
H 4.36 -2.33 1.51
H 2.94 -1.29 1.65
H 3.32 -1.15 -3.55
H 2.94 1.08 1.01
H 1.32 1.64 1.34
H 3.46 3.27 -0.14
H 2.98 3.52 1.53
H 1.84 3.84 0.24
H -0.89 1.72 -0.61
H -0.78 1.01 -2.20
H 0.26 3.81 -1.48
H -1.25 3.47 -2.31
H 0.29 3.09 -3.09
H 2.66 3.32 -2.28
H 3.78 5.03 -3.64
H 5.15 4.35 -5.59
H 5.38 1.95 -6.14
H 4.27 0.25 -4.77
Br -7.39 -2.23 -2.91
C -6.03 -1.35 -1.92
C -5.32 -2.05 -0.96
C -4.32 -1.40 -0.26
C -4.03 -0.07 -0.50
C -4.77 0.63 -1.46
C -5.77 -0.01 -2.18
C -2.94 0.66 0.25
O -2.99 1.88 0.32
O -2.00 -0.06 0.73
H -5.54 -3.09 -0.77
H -3.76 -1.94 0.50
H -4.55 1.67 -1.63
H -6.33 0.52 -2.93
*
```

No. 2
Here is a molecular structure, C36H42CaN2O7PS from OMol25. Energies are from ωB97M-V with the def2-TZVPD basis set.

## Properties
- Lowest unoccupied orbital energy: 2.2 eV
- Frontier orbital gap: 0.2961 Ha
- Calculated total energy: -3450.6352 a.u.
- Energy relative to the best compared isomer or geometry (same formula, charge and spin): 3.94 kJ/mol
- F_max: 0.0163 Eh/bohr

```
! RIJCOSX wB97M-V def2-TZVPD def2/J DEFGRID3
* xyz -1 1
Ca 0.37 -0.89 -0.35
O 0.85 -2.45 -3.41
C 2.22 -2.72 -3.29
C 2.71 -2.91 -1.86
N 2.63 -1.72 -1.02
C 3.21 -0.54 -1.66
C 2.20 0.33 -2.43
O 2.62 1.33 -3.00
O 0.97 -0.04 -2.35
C 3.22 -1.98 0.29
C 2.97 -0.83 1.30
O 3.86 -0.58 2.11
O 1.82 -0.28 1.22
H 0.72 -1.52 -3.16
H 2.42 -3.65 -3.82
H 2.81 -1.93 -3.79
H 2.12 -3.70 -1.38
H 3.76 -3.26 -1.92
H 3.65 0.10 -0.89
H 4.03 -0.79 -2.35
H 2.76 -2.88 0.70
H 4.30 -2.16 0.23
C -2.30 -0.09 5.57
C -1.89 -0.95 4.41
C -0.66 -1.61 4.40
C -0.27 -2.41 3.34
C 1.09 -3.07 3.36
C -1.13 -2.57 2.25
C -2.35 -1.90 2.22
C -3.33 -2.07 1.08
C -2.71 -1.10 3.30
C -0.74 -3.51 1.10
O -0.77 -4.72 1.29
O -0.36 -2.90 0.04
H -1.75 -0.36 6.47
H -3.37 -0.20 5.78
H -2.12 0.97 5.38
H 0.00 -1.50 5.25
H 1.45 -3.16 4.39
H 1.81 -2.45 2.82
H 1.05 -4.05 2.90
H -2.85 -2.50 0.20
H -3.76 -1.11 0.81
H -4.14 -2.73 1.38
H -3.67 -0.59 3.28
N -0.51 1.55 0.06
S -0.48 2.67 1.17
C 0.88 2.45 2.32
C 0.58 1.66 3.42
C 1.59 1.32 4.31
C 2.88 1.76 4.09
C 3.17 2.55 2.98
C 2.17 2.90 2.09
C 0.04 4.22 0.42
C -0.07 5.38 1.17
C 0.33 6.59 0.62
C 0.83 6.63 -0.68
C 0.93 5.46 -1.42
C 0.53 4.25 -0.87
H 0.34 1.59 -0.50
H -0.43 1.28 3.55
H 1.37 0.68 5.15
H 3.68 1.46 4.75
H 4.19 2.87 2.79
H 2.40 3.49 1.21
H -0.45 5.34 2.18
H 0.24 7.50 1.20
H 1.14 7.57 -1.11
H 1.32 5.48 -2.43
H 0.61 3.34 -1.46
C -3.82 0.56 -1.84
P -2.07 0.14 -2.22
C -1.57 1.71 -3.02
C -2.29 -0.97 -3.66
C -2.99 -2.16 -3.47
C -3.11 -3.09 -4.50
C -2.50 -2.84 -5.73
C -1.79 -1.67 -5.91
C -1.68 -0.74 -4.89
H -4.35 -0.32 -1.46
H -4.35 0.93 -2.72
H -3.83 1.32 -1.06
H -2.19 1.95 -3.89
H -0.52 1.65 -3.31
H -1.67 2.50 -2.27
H -3.43 -2.38 -2.51
H -3.65 -4.01 -4.33
H -2.58 -3.57 -6.52
H -1.29 -1.48 -6.86
H -1.10 0.16 -5.05
*
```

No. 3
Here is 5 unconnected molecules or ions with the total composition C36H42F2N8O7S2 from OMol25. Energies are from ωB97M-V with the def2-TZVPD basis set.

## Properties
- Lowest unoccupied orbital energy (alpha / beta): -12.3 / -14.6 eV
- Frontier orbital gap (alpha / beta): 0.2519 / 0.1673 Ha
- Calculated total energy: -3355.7196 a.u.
- F_max: 0.2247 Eh/bohr

```
! RIJCOSX wB97M-V def2-TZVPD def2/J DEFGRID3
* xyz 5 2
C 11.69 12.23 -10.17
N 12.67 13.31 -10.06
C 13.08 13.64 -8.85
C 14.02 14.70 -8.70
C 14.61 15.28 -9.81
C 14.24 14.88 -11.06
C 13.27 13.89 -11.15
C 15.71 16.34 -9.55
C 16.86 16.04 -8.76
C 17.72 17.06 -8.30
N 17.41 18.33 -8.56
C 16.42 18.68 -9.41
C 15.50 17.68 -9.83
C 18.22 19.45 -7.96
H 10.72 12.71 -10.06
H 11.71 11.56 -9.31
H 11.80 11.66 -11.10
H 12.42 13.25 -8.08
H 14.37 15.08 -7.75
H 14.64 15.31 -11.96
H 12.88 13.52 -12.09
H 16.97 15.00 -8.52
H 18.56 16.92 -7.64
H 16.15 19.72 -9.50
H 14.61 17.98 -10.37
H 17.56 20.30 -7.82
H 18.92 19.74 -8.74
H 18.70 19.09 -7.04
C 19.61 18.96 -13.00
N 19.93 17.77 -12.11
C 21.14 17.60 -11.46
C 21.31 16.50 -10.61
C 20.40 15.45 -10.51
C 19.25 15.55 -11.30
C 19.09 16.61 -12.18
C 20.64 14.19 -9.71
C 21.35 14.25 -8.50
C 21.44 13.13 -7.70
N 20.88 11.98 -8.11
C 20.11 11.89 -9.24
C 19.95 12.99 -10.01
C 21.13 10.74 -7.34
H 20.55 19.35 -13.39
H 18.96 19.64 -12.45
H 18.95 18.61 -13.79
H 21.84 18.37 -11.74
H 22.22 16.42 -10.04
H 18.57 14.72 -11.36
H 18.28 16.62 -12.89
H 21.78 15.19 -8.18
H 22.12 12.97 -6.88
H 19.54 10.98 -9.32
H 19.17 12.86 -10.74
H 21.57 11.02 -6.38
H 21.92 10.15 -7.79
H 20.19 10.20 -7.24
C 10.97 2.25 -14.60
N 11.34 3.32 -13.70
C 11.19 4.60 -14.10
C 11.62 5.59 -13.18
C 12.29 5.33 -11.96
C 12.41 3.96 -11.69
C 11.95 2.96 -12.53
C 12.90 6.33 -11.07
C 12.62 6.24 -9.73
C 13.34 7.01 -8.86
N 14.15 8.00 -9.36
C 14.27 8.25 -10.70
C 13.70 7.36 -11.59
C 14.82 8.93 -8.42
H 11.73 2.22 -15.38
H 10.05 2.65 -15.04
H 10.74 1.29 -14.14
H 10.80 4.83 -15.08
H 11.54 6.62 -13.51
H 13.11 3.62 -10.94
H 11.94 1.90 -12.34
H 11.91 5.50 -9.37
H 13.34 6.93 -7.78
H 14.87 9.09 -11.02
H 13.83 7.54 -12.64
H 15.53 9.53 -8.98
H 15.27 8.40 -7.58
H 14.06 9.63 -8.08
N 18.72 6.57 -9.63
S 19.79 6.02 -10.80
O 21.11 6.56 -10.76
O 19.16 5.70 -12.08
F 20.01 4.58 -10.04
S 18.72 7.99 -10.07
O 17.92 8.30 -11.28
O 19.98 8.68 -9.82
F 17.75 8.65 -8.87
N 16.48 11.95 -10.43
O 16.81 13.12 -10.54
O 15.32 11.60 -10.42
O 17.38 11.16 -10.30
*
```

Repeat the third record exactly.
Here is 5 unconnected molecules or ions with the total composition C36H42F2N8O7S2 from OMol25. Energies are from ωB97M-V with the def2-TZVPD basis set.

## Properties
- Lowest unoccupied orbital energy (alpha / beta): -12.3 / -14.6 eV
- Frontier orbital gap (alpha / beta): 0.2519 / 0.1673 Ha
- Calculated total energy: -3355.7196 a.u.
- F_max: 0.2247 Eh/bohr

```
! RIJCOSX wB97M-V def2-TZVPD def2/J DEFGRID3
* xyz 5 2
C 11.69 12.23 -10.17
N 12.67 13.31 -10.06
C 13.08 13.64 -8.85
C 14.02 14.70 -8.70
C 14.61 15.28 -9.81
C 14.24 14.88 -11.06
C 13.27 13.89 -11.15
C 15.71 16.34 -9.55
C 16.86 16.04 -8.76
C 17.72 17.06 -8.30
N 17.41 18.33 -8.56
C 16.42 18.68 -9.41
C 15.50 17.68 -9.83
C 18.22 19.45 -7.96
H 10.72 12.71 -10.06
H 11.71 11.56 -9.31
H 11.80 11.66 -11.10
H 12.42 13.25 -8.08
H 14.37 15.08 -7.75
H 14.64 15.31 -11.96
H 12.88 13.52 -12.09
H 16.97 15.00 -8.52
H 18.56 16.92 -7.64
H 16.15 19.72 -9.50
H 14.61 17.98 -10.37
H 17.56 20.30 -7.82
H 18.92 19.74 -8.74
H 18.70 19.09 -7.04
C 19.61 18.96 -13.00
N 19.93 17.77 -12.11
C 21.14 17.60 -11.46
C 21.31 16.50 -10.61
C 20.40 15.45 -10.51
C 19.25 15.55 -11.30
C 19.09 16.61 -12.18
C 20.64 14.19 -9.71
C 21.35 14.25 -8.50
C 21.44 13.13 -7.70
N 20.88 11.98 -8.11
C 20.11 11.89 -9.24
C 19.95 12.99 -10.01
C 21.13 10.74 -7.34
H 20.55 19.35 -13.39
H 18.96 19.64 -12.45
H 18.95 18.61 -13.79
H 21.84 18.37 -11.74
H 22.22 16.42 -10.04
H 18.57 14.72 -11.36
H 18.28 16.62 -12.89
H 21.78 15.19 -8.18
H 22.12 12.97 -6.88
H 19.54 10.98 -9.32
H 19.17 12.86 -10.74
H 21.57 11.02 -6.38
H 21.92 10.15 -7.79
H 20.19 10.20 -7.24
C 10.97 2.25 -14.60
N 11.34 3.32 -13.70
C 11.19 4.60 -14.10
C 11.62 5.59 -13.18
C 12.29 5.33 -11.96
C 12.41 3.96 -11.69
C 11.95 2.96 -12.53
C 12.90 6.33 -11.07
C 12.62 6.24 -9.73
C 13.34 7.01 -8.86
N 14.15 8.00 -9.36
C 14.27 8.25 -10.70
C 13.70 7.36 -11.59
C 14.82 8.93 -8.42
H 11.73 2.22 -15.38
H 10.05 2.65 -15.04
H 10.74 1.29 -14.14
H 10.80 4.83 -15.08
H 11.54 6.62 -13.51
H 13.11 3.62 -10.94
H 11.94 1.90 -12.34
H 11.91 5.50 -9.37
H 13.34 6.93 -7.78
H 14.87 9.09 -11.02
H 13.83 7.54 -12.64
H 15.53 9.53 -8.98
H 15.27 8.40 -7.58
H 14.06 9.63 -8.08
N 18.72 6.57 -9.63
S 19.79 6.02 -10.80
O 21.11 6.56 -10.76
O 19.16 5.70 -12.08
F 20.01 4.58 -10.04
S 18.72 7.99 -10.07
O 17.92 8.30 -11.28
O 19.98 8.68 -9.82
F 17.75 8.65 -8.87
N 16.48 11.95 -10.43
O 16.81 13.12 -10.54
O 15.32 11.60 -10.42
O 17.38 11.16 -10.30
*
```

Q: The highest F_max belongs to which entry?
A: C36H42F2N8O7S2

Q: Number 3 is which compound?
A: C36H42F2N8O7S2